(1)
193
Properties=species:S:1:pos:R:3:forces:R:3 method="wB97M-V/def2-TZVPD" homo_lumo_gap_ha=0.2984 charge=-1 homo_ev=-6.5 relative_energy_kcal_mol=59.3
O -14.120 -13.277 19.722 -4.8 2.3 -0.5
C -15.296 -12.798 19.582 3.2 -2.8 0.6
O -15.677 -11.737 18.960 1.6 1.2 -0.5
B -17.120 -11.567 18.853 0.3 -0.3 0.8
O -17.664 -12.729 19.597 0.6 -1.0 0.5
C -16.634 -13.502 20.011 1.4 -2.6 0.9
O -16.574 -14.620 20.550 -1.5 3.3 -1.4
O -17.491 -11.492 17.466 -0.2 -0.2 -0.6
C -17.826 -10.257 17.170 -1.7 1.8 -3.7
O -18.138 -9.831 16.034 1.2 -1.4 3.6
C -17.900 -9.435 18.498 -0.8 1.4 -1.8
O -17.493 -10.261 19.426 -0.3 0.5 1.1
O -18.316 -8.282 18.529 1.0 -2.2 0.8
C -22.752 -3.257 10.757 -0.9 0.4 1.6
C -23.434 -3.283 12.218 -1.2 -1.1 -3.2
C -25.014 -3.194 11.820 0.9 0.5 0.9
C -25.937 -3.705 12.913 1.0 1.0 -0.4
C -25.450 -5.042 13.435 -0.4 1.3 0.0
C -23.966 -5.145 13.860 -0.8 0.8 1.2
N -23.118 -4.593 12.819 -2.2 0.3 -2.0
O -21.780 -4.663 13.058 1.0 -0.4 0.6
C -23.750 -4.372 15.210 0.1 0.0 -0.9
C -23.661 -6.611 14.112 0.5 -0.7 -0.7
C -22.990 -2.065 12.990 -0.1 1.0 0.6
H -21.668 -3.208 10.853 -0.1 -0.1 -0.3
H -23.175 -2.370 10.284 0.4 0.3 -0.1
H -23.117 -4.076 10.136 0.4 -0.3 0.3
H -25.168 -2.127 11.661 -0.1 0.1 -0.1
H -25.313 -3.666 10.884 0.8 -0.3 -0.1
H -26.959 -3.854 12.566 0.0 0.2 -0.2
H -25.980 -2.928 13.677 0.0 -0.1 0.4
H -25.730 -5.719 12.627 0.3 -0.7 0.4
H -26.120 -5.060 14.295 0.3 -1.5 0.4
H -24.151 -4.941 16.049 0.1 0.2 0.0
H -22.676 -4.229 15.327 0.1 -0.4 0.5
H -24.108 -3.343 15.178 -0.5 -0.2 0.1
H -23.353 -7.112 13.194 0.0 0.2 -0.3
H -22.828 -6.778 14.795 -0.2 0.1 0.2
H -24.552 -7.164 14.411 0.0 0.2 0.5
H -23.729 -1.785 13.741 0.1 -0.1 0.3
H -22.876 -1.160 12.394 -0.3 -0.2 -0.6
H -22.001 -2.105 13.446 0.0 -0.6 0.2
H -21.700 -4.184 13.886 0.9 0.2 0.4
C -18.200 -14.319 27.085 1.5 -0.4 0.8
C -19.450 -13.678 27.607 -0.8 0.7 0.5
C -20.458 -14.878 27.870 -0.7 -0.2 -0.3
C -21.770 -14.581 28.585 1.2 2.3 0.3
C -21.358 -13.949 29.938 -1.1 -1.1 -1.0
C -20.371 -12.742 29.814 1.6 -1.8 2.3
N -19.169 -13.019 28.959 -1.0 -2.1 -0.3
O -18.170 -11.996 29.002 -1.5 -0.8 -0.4
C -21.105 -11.503 29.575 -0.9 2.2 -1.9
C -19.885 -12.585 31.260 -0.1 -0.6 0.7
C -20.029 -12.709 26.535 -0.2 -0.4 1.0
H -17.368 -13.625 26.960 -0.2 0.3 -0.2
H -18.279 -14.920 26.180 -0.5 0.2 -0.1
H -17.843 -14.983 27.873 0.1 -0.2 0.0
H -20.837 -15.262 26.922 0.9 -0.1 -0.5
H -19.989 -15.697 28.417 0.5 0.1 -0.2
H -22.515 -15.376 28.622 0.5 -0.3 0.2
H -22.213 -13.807 27.959 -0.5 0.2 0.1
H -21.057 -14.762 30.599 1.2 0.0 -0.2
H -22.272 -13.725 30.489 -0.1 1.2 -0.1
H -20.455 -10.654 29.360 0.5 0.0 -0.2
H -21.722 -11.589 28.680 -0.4 0.2 0.1
H -21.667 -11.086 30.410 -0.3 -0.7 0.1
H -20.810 -12.704 31.824 0.0 0.9 0.5
H -19.323 -13.414 31.690 0.6 -0.1 -0.7
H -19.348 -11.654 31.438 -0.2 0.0 0.1
H -19.538 -11.741 26.443 0.5 -0.2 0.1
H -21.043 -12.454 26.841 -0.2 -0.2 -0.6
H -19.963 -13.241 25.585 -0.4 0.3 -0.1
H -18.644 -11.270 28.590 0.3 0.8 -0.2
C -8.779 -8.252 26.483 -0.3 0.3 -0.5
C -9.456 -7.928 25.140 0.6 1.0 -1.9
C -8.743 -8.842 24.103 0.2 -0.8 0.5
C -9.381 -8.932 22.762 -1.7 1.0 -0.2
C -10.844 -9.382 22.962 1.3 0.0 -0.7
C -11.661 -8.494 23.898 -1.2 -0.8 1.2
N -10.901 -8.275 25.174 1.5 -1.8 -1.8
O -11.598 -7.449 26.000 -0.6 1.2 1.2
C -12.077 -7.225 23.200 0.1 1.0 -1.0
C -13.032 -9.276 24.301 1.2 0.3 0.4
C -9.150 -6.433 24.655 -0.9 -0.2 1.8
H -7.723 -8.423 26.272 0.1 0.1 0.2
H -9.202 -9.189 26.843 0.0 0.1 0.2
H -8.860 -7.452 27.218 -0.2 -0.1 0.1
H -7.705 -8.545 23.954 0.1 0.2 0.5
H -8.733 -9.850 24.517 0.1 -0.2 0.2
H -8.948 -9.663 22.079 0.4 0.2 0.1
H -9.379 -7.934 22.324 0.2 0.0 -0.5
H -10.632 -10.407 23.267 -1.1 -0.2 0.6
H -11.285 -9.421 21.966 -0.5 -0.1 0.1
H -11.314 -6.708 22.618 0.6 -0.2 0.2
H -12.782 -7.456 22.401 -0.5 -0.1 0.3
H -12.462 -6.456 23.869 -0.3 -0.3 0.1
H -13.945 -8.952 23.802 0.4 -0.2 -0.9
H -12.791 -10.334 24.202 -0.5 0.0 -0.3
H -13.377 -9.146 25.327 0.7 0.2 0.4
H -8.105 -6.148 24.774 0.2 -0.5 -0.6
H -9.611 -5.756 25.375 -0.4 0.0 0.2
H -9.605 -6.130 23.712 0.5 -0.4 -0.2
H -11.822 -8.027 26.733 -0.2 0.1 0.2
C -24.127 -12.832 20.107 -1.1 -1.0 0.3
C -24.744 -14.277 20.142 0.4 -0.5 -1.5
C -26.170 -14.231 19.439 1.6 0.4 -0.3
C -26.112 -13.840 17.943 1.6 -0.6 0.7
C -25.242 -14.917 17.196 0.0 0.7 0.9
C -23.802 -15.324 17.849 -2.5 0.9 1.1
N -23.863 -15.186 19.357 -0.9 -1.6 -0.4
O -22.559 -15.364 19.920 -1.3 0.6 -0.4
C -23.573 -16.794 17.519 0.0 0.2 0.4
C -22.823 -14.360 17.243 0.9 1.1 -0.2
C -24.886 -14.870 21.593 1.2 1.4 0.2
H -24.842 -12.253 20.691 0.7 0.6 0.5
H -24.125 -12.382 19.114 -0.1 -0.4 -0.1
H -23.089 -12.851 20.438 -0.3 0.3 0.6
H -26.606 -15.230 19.453 -0.2 0.1 0.5
H -26.707 -13.481 20.019 -0.5 -0.3 0.0
H -25.609 -12.887 17.779 -0.2 0.2 0.3
H -27.123 -13.721 17.553 0.1 -0.3 -0.3
H -24.971 -14.450 16.249 -0.2 -0.5 -0.3
H -25.906 -15.769 17.044 0.4 -0.3 -0.1
H -22.522 -17.046 17.660 0.0 -0.2 -0.3
H -24.161 -17.383 18.224 0.0 0.0 0.0
H -23.962 -17.014 16.525 0.5 0.0 -0.2
H -21.951 -14.052 17.819 0.2 -0.8 0.4
H -22.402 -14.699 16.297 -0.3 0.1 -0.2
H -23.290 -13.380 17.144 -0.3 0.0 -0.6
H -25.519 -14.239 22.217 -0.8 -0.2 -0.3
H -23.964 -14.712 22.152 0.6 -0.1 -0.4
H -25.058 -15.936 21.743 -0.5 0.1 -0.7
H -22.194 -14.494 19.746 1.0 0.1 0.2
C -18.756 -1.498 25.471 0.1 2.6 0.0
C -19.167 -2.858 25.022 0.2 -2.2 -1.1
C -18.617 -3.906 26.027 0.5 -1.1 0.5
C -19.189 -5.308 25.927 0.6 0.6 -0.7
C -20.673 -5.310 25.998 -0.1 -0.1 0.5
C -21.390 -4.267 25.123 -0.2 0.7 -1.0
N -20.659 -2.919 25.048 0.3 -1.1 2.4
O -21.269 -1.971 24.204 0.3 -1.2 0.1
C -21.484 -4.956 23.744 -0.2 -0.2 -1.0
C -22.817 -4.029 25.699 0.4 -0.6 -0.9
C -18.588 -3.208 23.562 -0.4 1.3 0.7
H -19.103 -0.697 24.819 -0.6 -0.2 -0.4
H -17.721 -1.161 25.522 0.6 -1.2 0.0
H -19.159 -1.206 26.441 -0.3 -0.5 0.1
H -17.591 -4.225 25.842 0.6 1.4 -0.2
H -18.648 -3.632 27.081 -0.3 0.7 -0.1
H -18.751 -5.965 26.678 -0.1 0.2 0.3
H -18.749 -5.691 25.006 -0.6 -0.4 -0.4
H -20.940 -5.186 27.047 -0.2 0.1 0.1
H -20.931 -6.327 25.701 -0.9 0.1 0.0
H -20.655 -5.636 23.549 0.2 0.1 0.1
H -22.373 -5.569 23.593 -0.2 -0.1 0.6
H -21.551 -4.336 22.850 0.2 0.7 0.1
H -23.263 -5.016 25.820 0.1 -0.2 0.5
H -22.816 -3.470 26.635 0.1 0.0 -0.1
H -23.502 -3.607 24.963 0.3 0.7 0.0
H -18.857 -4.158 23.100 0.1 -0.2 0.6
H -17.510 -3.050 23.536 0.1 -0.3 0.1
H -18.975 -2.457 22.873 -0.1 0.2 -0.1
H -21.153 -2.425 23.365 -0.3 0.4 -0.9
C -14.785 -5.178 14.392 0.2 -1.0 -1.5
C -13.444 -5.952 14.324 0.8 1.2 0.5
C -13.048 -6.185 15.802 0.6 -1.0 -0.6
C -11.806 -7.130 15.961 -1.7 2.4 0.8
C -12.005 -8.423 15.284 0.3 -0.9 -1.3
C -12.490 -8.286 13.788 0.2 -0.8 1.8
N -13.550 -7.265 13.694 -0.6 -1.2 2.4
O -14.080 -7.295 12.433 -0.1 0.9 -0.9
C -11.269 -7.905 12.972 -0.1 -0.3 -0.5
C -13.061 -9.678 13.360 -0.5 0.1 -0.3
C -12.452 -4.973 13.590 0.3 0.1 0.4
H -14.740 -4.273 14.997 0.1 -0.5 0.6
H -15.531 -5.936 14.633 -0.4 0.5 0.4
H -15.003 -4.782 13.400 -0.3 -0.2 -0.2
H -12.930 -5.193 16.238 0.3 -0.1 0.2
H -13.861 -6.689 16.326 -0.4 0.2 -0.2
H -11.735 -7.322 17.032 0.6 0.2 0.1
H -10.972 -6.553 15.563 0.5 -0.4 0.2
H -12.578 -9.161 15.847 -0.6 0.4 0.0
H -11.003 -8.852 15.293 0.1 -0.5 -0.5
H -11.585 -7.922 11.929 0.4 0.2 -0.3
H -10.870 -6.929 13.247 0.0 -0.2 -0.1
H -10.495 -8.658 13.120 0.0 0.0 -0.2
H -14.024 -9.913 13.813 -0.1 0.5 0.4
H -13.290 -9.776 12.299 0.3 0.4 -0.2
H -12.457 -10.547 13.618 0.6 0.4 0.1
H -12.619 -3.921 13.822 -0.6 0.0 0.1
H -12.547 -5.043 12.506 0.0 -0.1 -0.1
H -11.397 -5.051 13.854 0.1 -0.6 -0.1
H -13.370 -6.869 11.946 -0.1 0.2 -1.2

=====

(2)
196
Properties=species:S:1:pos:R:3:forces:R:3 method="wB97M-V/def2-TZVPD" smiles=c1cc[nH]c1.c1cc[nH]c1.c1cc[nH]c1.c1cc[nH]c1.COCCNCCOC.COCCNCCOC.COCCNCCOC.COCCNCCOC.COCCNCCOC.CCCC#N.CCCC#N.CCCC#N homo_lumo_gap_ha=0.2876 homo_ev=-7.9
C -10.574 19.565 8.472 0.0 -0.6 0.7
C -11.498 19.492 9.576 0.0 0.9 -0.2
C -10.875 18.911 10.646 0.2 -0.2 -1.0
N -9.645 18.512 10.185 0.6 0.0 1.0
C -9.423 18.935 8.903 -0.6 -0.1 0.1
H -10.756 19.965 7.485 0.0 0.0 0.2
H -12.475 19.948 9.639 0.0 -0.1 -0.2
H -11.214 18.797 11.665 0.2 -0.2 -0.2
H -8.952 18.066 10.770 -0.1 0.1 -0.2
H -8.474 18.708 8.441 -0.2 0.1 -0.1
C -2.207 16.705 6.965 0.3 0.0 -1.4
C -3.356 16.402 7.673 0.2 -1.1 3.1
C -2.905 15.868 8.923 -0.1 0.5 -1.1
N -1.501 15.863 8.919 -2.5 0.1 -0.5
C -1.130 16.357 7.711 2.1 -0.1 0.2
H -2.207 17.008 5.929 0.3 0.3 0.1
H -4.370 16.581 7.346 0.0 -0.1 0.2
H -3.444 15.550 9.803 0.0 0.0 -0.2
H -0.902 15.410 9.594 -0.2 0.3 -0.1
H -0.068 16.407 7.523 -0.1 0.1 -0.4
C -6.940 16.860 14.643 3.4 1.0 -1.3
C -7.713 17.907 15.096 -0.8 0.9 1.7
C -6.885 18.942 15.506 -0.1 1.0 -1.1
N -5.629 18.700 15.027 0.2 -2.2 -0.4
C -5.600 17.415 14.506 -2.3 -0.9 0.3
H -7.291 15.872 14.385 0.3 0.1 -0.2
H -8.792 17.902 15.143 0.1 0.0 0.5
H -7.042 19.909 15.960 -0.5 -0.1 -0.1
H -4.847 19.336 14.965 -0.3 -0.1 0.3
H -4.755 16.972 14.000 0.1 0.2 0.3
C -7.114 12.000 10.116 0.7 -1.4 0.1
C -8.231 12.274 10.890 -2.0 1.2 1.6
C -8.708 11.129 11.545 1.1 1.1 -0.6
N -7.831 10.165 11.200 1.0 -0.8 -1.1
C -6.873 10.666 10.321 -0.3 -1.0 0.1
H -6.469 12.624 9.515 -0.3 0.2 0.1
H -8.583 13.277 11.084 -0.3 -0.1 -0.1
H -9.449 10.875 12.289 -0.2 0.6 -0.2
H -7.996 9.187 11.391 0.3 0.2 0.0
H -6.147 10.025 9.843 0.0 -0.1 0.2
C -10.115 3.028 9.896 0.0 0.8 0.3
O -9.795 3.719 11.068 0.6 0.2 1.7
C -10.211 5.074 11.172 -0.4 -0.9 0.1
C -10.403 5.492 12.626 0.7 0.4 -0.3
N -9.160 5.700 13.390 -0.3 0.4 -0.6
C -9.391 6.158 14.754 0.5 -1.3 0.5
C -8.158 5.875 15.648 -0.8 0.4 -0.9
O -7.818 4.472 15.573 -1.2 1.5 -0.2
C -6.533 4.163 16.027 0.0 0.9 0.3
H -11.193 3.046 9.739 -0.2 -0.1 -0.2
H -9.797 1.999 10.064 0.2 0.1 -0.4
H -9.608 3.566 9.095 0.0 -0.6 -0.7
H -11.197 5.108 10.710 -0.2 0.4 -0.2
H -9.532 5.748 10.650 0.2 0.1 -0.1
H -11.105 4.795 13.084 0.0 -0.3 0.3
H -10.907 6.457 12.570 -0.1 0.1 0.1
H -8.622 4.846 13.417 0.0 -0.2 0.1
H -10.232 5.614 15.184 -0.3 -0.2 0.3
H -9.663 7.209 14.852 0.2 0.2 -0.4
H -8.395 6.306 16.620 -0.1 -0.9 0.7
H -7.387 6.581 15.339 0.8 -0.6 -0.6
H -5.811 4.746 15.456 0.4 -0.3 -0.3
H -6.405 3.085 15.931 0.2 0.2 0.1
H -6.440 4.532 17.048 0.2 -0.5 0.4
C -2.852 12.427 14.404 0.5 0.5 -0.9
O -1.488 12.939 14.319 -1.8 -0.1 1.6
C -0.733 12.310 13.341 1.3 0.6 -0.1
C 0.713 12.845 13.399 0.1 0.5 -0.2
N 0.813 14.281 13.035 0.3 0.2 0.0
C 2.165 14.779 12.742 0.7 -0.5 0.7
C 3.033 14.858 14.031 -0.6 0.9 0.2
O 2.341 15.739 14.964 -0.1 -0.2 -1.6
C 2.773 15.684 16.276 0.0 -1.0 1.0
H -2.948 11.344 14.479 0.6 -0.2 0.0
H -3.353 12.718 13.481 -0.2 0.0 -0.1
H -3.437 12.821 15.235 0.7 0.5 0.1
H -1.102 12.572 12.350 -0.3 -0.4 -0.3
H -0.713 11.240 13.545 0.0 -0.3 -0.4
H 1.316 12.286 12.683 -0.1 -0.1 -0.3
H 1.174 12.622 14.361 -0.2 0.0 0.4
H 0.631 14.865 13.838 -1.1 -0.2 0.4
H 2.142 15.780 12.313 -0.3 -0.1 -0.1
H 2.646 14.097 12.040 0.2 0.1 -0.1
H 4.013 15.320 13.917 0.2 -0.2 -0.6
H 3.181 13.840 14.391 -0.1 0.0 0.6
H 3.852 15.697 16.430 0.3 0.2 -0.4
H 2.431 14.738 16.696 0.0 -0.2 0.4
H 2.346 16.478 16.890 -0.2 0.2 -0.4
C -14.103 13.156 9.290 -0.7 0.1 0.1
O -14.817 11.908 9.008 -0.2 2.4 -0.2
C -13.954 10.829 9.092 2.5 0.0 0.0
C -14.577 9.507 8.812 -0.6 0.1 -0.3
N -15.553 9.274 9.801 -1.3 -0.1 0.7
C -16.477 8.181 9.435 2.1 1.7 0.8
C -17.379 7.952 10.603 -1.4 -1.1 0.1
O -18.171 9.076 10.951 -0.1 -0.2 -0.3
C -19.037 8.860 12.073 0.9 0.3 -0.6
H -13.742 13.268 10.312 0.2 -0.9 0.3
H -14.738 14.040 9.233 -0.7 -0.5 -0.5
H -13.271 13.400 8.629 0.1 -0.7 -0.3
H -13.485 10.935 10.070 0.2 -0.8 0.3
H -13.148 10.900 8.362 0.4 0.5 -0.3
H -13.906 8.649 8.761 0.6 0.3 0.0
H -15.062 9.584 7.839 0.1 0.0 -0.7
H -16.048 10.153 9.854 -0.6 0.0 0.5
H -15.731 7.399 9.292 -0.7 -0.9 0.1
H -16.943 8.376 8.470 -0.6 -0.1 0.0
H -16.873 7.568 11.489 0.6 0.2 0.0
H -18.031 7.132 10.300 -0.5 -0.3 0.0
H -18.424 8.840 12.974 -0.1 0.1 0.3
H -19.582 7.917 12.035 -0.1 -0.1 -0.3
H -19.716 9.712 12.064 0.0 -0.2 0.2
C -14.629 13.733 16.490 -1.0 -0.6 -0.2
O -15.013 12.335 16.415 0.8 0.4 0.2
C -14.453 11.704 15.265 -0.2 0.1 -1.0
C -14.680 10.174 15.210 0.2 1.0 0.5
N -14.110 9.625 16.438 -0.9 -0.6 -0.3
C -14.487 8.208 16.635 1.3 0.3 1.7
C -13.810 7.709 17.996 -0.8 0.1 -1.3
O -14.549 8.327 19.045 0.8 0.1 -0.3
C -14.097 8.027 20.361 -0.8 -0.1 -0.3
H -13.559 13.906 16.603 0.1 -0.3 0.0
H -15.168 14.207 17.310 0.2 -0.4 0.3
H -15.010 14.256 15.613 0.3 0.0 -0.4
H -13.392 11.928 15.156 0.3 -0.1 0.5
H -14.894 12.175 14.387 -0.3 -0.1 -0.3
H -14.234 9.711 14.330 0.5 0.3 -0.1
H -15.737 9.966 15.046 -0.5 0.0 0.5
H -14.534 10.201 17.151 0.1 -0.2 0.6
H -14.149 7.698 15.733 0.2 -0.4 0.3
H -15.551 8.013 16.774 -0.3 0.2 -0.2
H -12.742 7.925 17.987 0.1 0.6 0.2
H -13.853 6.631 18.150 -0.3 -0.3 -0.4
H -14.996 7.706 20.887 0.1 0.1 0.4
H -13.692 8.916 20.845 0.1 0.0 0.0
H -13.386 7.202 20.406 0.2 0.0 -0.2
C -5.996 13.380 0.071 -0.7 0.9 0.4
O -5.939 12.003 0.313 0.3 0.0 -0.9
C -4.624 11.514 0.262 0.6 -0.5 -0.5
C -4.668 10.010 0.363 0.7 -0.1 0.9
N -5.209 9.636 1.651 0.2 0.3 -0.6
C -5.476 8.222 1.849 0.0 1.7 -0.1
C -6.055 8.104 3.216 0.0 -2.5 0.7
O -7.454 8.347 3.322 1.0 0.3 -0.9
C -7.809 8.282 4.653 -0.7 0.5 1.1
H -5.409 13.841 -0.723 0.8 -0.8 -0.3
H -5.717 13.888 0.994 -0.2 0.4 0.1
H -6.996 13.647 -0.270 -0.3 -0.2 0.6
H -3.975 11.946 1.024 -0.2 0.0 0.7
H -4.092 11.782 -0.651 -0.4 0.1 -0.6
H -3.643 9.642 0.379 0.3 0.0 -0.4
H -5.169 9.541 -0.484 -0.3 0.1 -0.3
H -5.968 10.264 1.874 -0.4 -0.4 0.1
H -4.540 7.674 1.744 0.2 0.0 0.5
H -6.107 7.750 1.095 -0.6 0.1 -0.1
H -5.490 8.590 4.011 0.0 0.9 -0.3
H -5.881 7.058 3.470 -0.3 -0.6 0.3
H -7.685 7.312 5.135 0.1 -0.5 -0.3
H -8.855 8.574 4.751 0.0 0.0 -0.1
H -7.209 8.962 5.257 0.1 0.3 0.1
C -9.748 12.729 18.068 0.0 -0.9 -0.9
C -10.029 11.928 19.345 0.3 1.6 0.6
C -11.387 12.222 19.975 -0.5 -0.1 0.1
C -11.724 13.637 20.215 -0.2 1.5 -0.4
N -12.018 14.750 20.376 0.5 -1.7 -0.2
H -10.327 12.407 17.203 -0.3 -0.4 0.1
H -8.720 12.528 17.769 0.1 0.3 0.1
H -9.935 13.803 18.087 0.2 0.0 0.7
H -9.291 12.273 20.069 0.2 -0.2 0.1
H -9.898 10.849 19.259 -0.1 0.1 -0.3
H -11.485 11.782 20.967 0.1 -0.4 -0.1
H -12.143 11.771 19.332 -0.4 0.2 0.1
C -3.909 6.291 12.100 -0.3 -0.2 -0.8
C -4.268 4.951 11.486 1.1 -0.9 0.8
C -5.061 4.948 10.184 -0.2 -0.3 0.7
C -4.185 5.213 9.047 -0.4 0.5 0.0
N -3.491 5.451 8.165 0.1 -0.1 -0.1
H -3.406 6.133 13.054 0.0 0.2 -0.1
H -4.817 6.880 12.231 0.1 0.2 0.2
H -3.247 6.785 11.389 0.1 0.4 0.3
H -4.683 4.306 12.260 -0.8 0.1 -0.2
H -3.329 4.430 11.295 0.2 0.0 -0.2
H -5.889 5.651 10.277 0.0 0.2 -0.4
H -5.503 3.961 10.048 0.0 0.0 -0.1
C -7.503 13.453 4.390 0.0 0.2 -0.4
C -8.637 14.192 5.063 0.4 0.1 1.0
C -9.220 15.402 4.346 1.4 1.0 -0.9
C -8.163 16.414 3.964 -0.1 -0.3 0.6
N -7.332 17.185 3.750 -0.5 -0.5 0.0
H -7.067 12.670 5.010 -0.6 -0.3 0.0
H -6.651 14.122 4.270 -0.1 0.2 -0.6
H -7.883 13.064 3.445 0.6 -0.2 -0.2
H -8.191 14.533 5.997 -0.5 0.2 0.4
H -9.472 13.534 5.301 0.1 -0.1 0.1
H -9.924 15.932 4.989 -0.2 -0.1 -0.2
H -9.664 15.141 3.386 -0.4 -0.2 0.2